# 1
74
Properties=species:S:1:pos:R:3:lowdin_charge:R:1 method="wB97M-V/def2-TZVPD" lumo_energy_ha="-0.245 / -0.245" orbital_gap_ev="6.1 / 6.1" total_charge=+2 e_tot_ev=-141097.493 multiplicity=1
W -0.267 0.433 0.805 1.79
Br -5.965 1.090 5.704 0.84
C -4.385 0.993 4.696 -0.67
C -3.148 1.066 5.334 -0.07
C -1.972 0.995 4.610 0.03
C -2.045 0.843 3.236 -0.26
O -0.900 0.765 2.519 -0.18
C -3.272 0.783 2.567 -0.12
C -3.373 0.701 1.137 -0.02
N -2.389 0.709 0.298 -0.03
C -2.686 0.645 -1.102 -0.17
C -3.925 0.782 -1.680 0.02
C -4.076 0.732 -3.077 -0.02
C -2.996 0.585 -3.901 0.01
C -1.704 0.486 -3.345 -0.13
C -0.526 0.420 -4.125 0.05
C 0.699 0.404 -3.520 0.00
C 0.763 0.429 -2.121 -0.08
N -0.325 0.449 -1.366 -0.04
C -1.566 0.498 -1.945 -0.15
C -4.450 0.856 3.325 -0.05
H -3.108 1.181 6.409 0.12
H -1.012 1.048 5.103 0.14
H -4.387 0.651 0.759 0.13
H -4.812 0.958 -1.089 0.12
H -5.069 0.838 -3.493 0.13
H -3.114 0.572 -4.977 0.13
H -0.611 0.407 -5.205 0.14
H 1.619 0.383 -4.086 0.13
H 1.719 0.438 -1.611 0.12
H -5.412 0.818 2.830 0.12
C 3.920 5.561 0.347 -0.01
C 4.279 4.239 -0.261 -0.18
C 4.862 4.146 -1.514 -0.04
C 5.191 2.910 -2.061 -0.67
Cl 5.900 2.839 -3.638 0.70
C 4.967 1.745 -1.359 -0.10
C 4.382 1.815 -0.097 -0.02
C 4.034 3.048 0.430 -0.22
O 3.410 3.197 1.654 -0.01
C 2.883 2.042 2.220 -0.09
C 1.867 1.426 1.290 -0.55
O 1.760 0.146 1.125 -0.11
O 1.005 2.109 0.657 -0.05
H 4.079 6.365 -0.368 0.09
H 4.530 5.761 1.230 0.10
H 2.877 5.578 0.666 0.09
H 5.063 5.046 -2.081 0.12
H 5.266 0.792 -1.775 0.11
H 4.263 0.895 0.462 0.11
H 2.346 2.352 3.120 0.16
H 3.626 1.289 2.489 0.15
C 2.515 -2.665 -0.491 -0.10
C 1.842 -3.975 -0.102 -0.27
C 0.630 -3.778 0.798 -0.30
S -0.683 -2.842 -0.036 1.06
O -0.853 -1.549 0.812 -0.66
C -2.136 -3.790 0.463 -0.32
C -2.280 -5.071 -0.355 -0.28
C -2.574 -4.823 -1.830 -0.10
H 3.330 -2.836 -1.191 0.09
H 2.915 -2.146 0.380 0.08
H 1.803 -1.991 -0.987 0.04
H 2.537 -4.617 0.442 0.13
H 1.550 -4.538 -0.992 0.12
H 0.855 -3.200 1.696 0.11
H 0.192 -4.728 1.106 0.10
H -2.971 -3.107 0.298 0.10
H -2.035 -3.974 1.534 0.11
H -3.092 -5.639 0.101 0.13
H -1.391 -5.695 -0.234 0.11
H -3.453 -4.186 -1.950 0.08
H -2.777 -5.762 -2.342 0.09
H -1.737 -4.347 -2.344 0.07

# 2
14
Properties=species:S:1:pos:R:3:nbo_charge:R:1 method="wB97M-V/def2-TZVPD" lumo_energy_ha=0.020 orbital_gap_ev=9.1 total_charge=0 e_tot_ev=-8832.013 relative_energy_kj_mol=404.3 multiplicity=1
C 3.446 0.398 0.108 -0.22
C 2.305 0.019 -0.018 -0.22
C 0.756 -0.678 -0.143 0.64
O 0.623 -1.853 -0.082 -0.47
C 0.015 0.528 -0.578 -0.33
N -1.368 -0.073 -0.560 -0.66
C -2.104 -0.122 0.684 -0.41
H 4.413 0.814 0.189 0.23
H 0.306 0.813 -1.590 0.25
H 0.089 1.340 0.144 0.24
H -1.543 -0.826 -1.216 0.38
H -3.168 0.012 0.483 0.20
H -1.960 -1.063 1.227 0.18
H -1.811 0.691 1.352 0.19

# 3
54
Properties=species:S:1:pos:R:3:nbo_charge:R:1 method="wB97M-V/def2-TZVPD" lumo_energy_ha=0.062 orbital_gap_ev=5.1 total_charge=-1 e_tot_ev=-76521.307 relative_energy_kj_mol=100.5 multiplicity=1
C -3.160 -3.733 -1.593 -0.63
C -3.716 -3.859 -0.198 -0.07
O -3.057 -2.795 0.547 -0.54
C -3.502 -2.603 1.804 0.73
C -2.874 -1.310 2.323 -0.39
O -3.529 -0.789 3.357 -0.57
C -4.978 -0.433 3.164 -0.30
S -2.525 -0.064 1.035 2.10
C -2.089 1.334 2.070 -0.33
C -2.416 2.609 1.609 -0.12
C -2.445 3.670 2.509 -0.26
C -2.067 3.449 3.840 -0.22
C -1.641 2.184 4.264 -0.22
C -1.661 1.117 3.368 -0.17
O -1.438 -0.443 0.154 -0.97
O -3.814 0.391 0.509 -1.00
O -4.371 -3.253 2.371 -0.69
H -3.190 -4.692 -2.107 0.19
H -3.774 -3.052 -2.194 0.21
H -2.130 -3.366 -1.580 0.23
H -4.798 -3.671 -0.200 0.19
H -3.453 -4.800 0.306 0.18
H -5.163 0.308 3.946 0.17
H -5.124 -0.021 2.153 0.21
H -5.559 -1.351 3.302 0.19
H -2.650 2.756 0.559 0.22
H -2.737 4.662 2.156 0.21
H -2.064 4.284 4.545 0.20
H -1.282 2.019 5.283 0.21
H -1.332 0.129 3.673 0.25
C 4.869 -2.601 -0.192 -0.43
N 5.488 -1.401 0.292 -0.85
S 6.480 -1.346 1.684 0.38
C 6.574 -2.661 2.947 0.84
F 7.886 -2.811 3.274 -0.31
F 5.904 -2.217 4.052 -0.32
F 6.079 -3.874 2.607 -0.32
S 5.572 -0.127 -0.803 2.33
C 3.864 0.318 -0.594 -0.40
C 2.981 0.436 -1.671 -0.17
C 1.616 0.545 -1.428 -0.23
C 1.179 0.684 -0.116 -0.14
C 2.043 0.560 0.969 -0.23
C 3.403 0.411 0.720 -0.13
O 6.477 0.816 -0.202 -0.92
O 5.763 -0.594 -2.142 -0.91
H 4.829 -3.291 0.655 0.22
H 3.850 -2.371 -0.529 0.22
H 5.451 -2.992 -1.050 0.21
H 3.364 0.418 -2.685 0.23
H 0.886 0.523 -2.240 0.23
H 0.139 0.888 0.057 0.26
H 1.644 0.596 1.983 0.23
H 4.082 0.367 1.567 0.22

# 4
54
Properties=species:S:1:pos:R:3:nbo_charge:R:1 method="wB97M-V/def2-TZVPD" lumo_energy_ha="-0.117 / -0.125" orbital_gap_ev="7.3 / 7.7" total_charge=+1 e_tot_ev=-79488.857 relative_energy_kj_mol=30.1 s_squared=0.757 multiplicity=2
Ti -0.638 0.041 -0.025 1.52
C 0.111 5.105 3.098 -0.62
C 0.974 4.896 1.899 -0.22
N 0.250 4.214 0.847 -0.60
C -0.126 2.900 0.978 0.31
S -1.503 2.372 0.020 -0.23
N 0.470 2.123 1.866 -0.46
N -0.047 0.862 1.890 -0.31
C 0.171 0.064 2.860 0.29
C 1.010 0.445 4.116 -0.68
C -0.549 -1.236 2.754 0.16
C -0.684 -2.132 3.798 -0.22
C -1.274 -3.368 3.616 -0.11
C -1.949 -3.535 2.388 -0.24
C -1.828 -2.561 1.445 0.09
N -1.111 -1.459 1.562 -0.49
H 0.604 5.810 3.754 0.22
H -0.139 4.243 3.684 0.22
H -0.857 5.507 2.751 0.21
H 1.905 4.412 2.140 0.20
H 1.216 5.864 1.437 0.21
H -0.067 4.689 0.045 0.42
H 1.703 1.244 3.825 0.26
H 1.546 -0.378 4.566 0.23
H 0.332 0.886 4.833 0.25
H -0.219 -1.880 4.719 0.23
H -1.259 -4.025 4.483 0.24
H -2.555 -4.435 2.223 0.25
H -2.414 -2.570 0.509 0.22
O 1.170 -3.421 -1.629 -0.50
C 0.143 -2.918 -1.937 0.69
N -0.450 -1.842 -1.160 -0.71
C -1.524 -1.448 -1.842 0.63
O -2.110 -0.344 -1.507 -0.67
C -1.746 -2.265 -3.076 -0.13
C -2.685 -2.293 -4.106 -0.15
C -2.433 -3.212 -5.145 -0.19
C -1.283 -3.987 -5.226 -0.18
C -0.416 -4.025 -4.153 -0.16
C -0.677 -3.148 -3.126 -0.14
H -3.603 -1.708 -4.102 0.24
H -3.123 -3.328 -5.993 0.23
H -1.006 -4.681 -6.031 0.24
H 0.482 -4.628 -4.124 0.24
C 2.225 1.329 -3.220 -0.77
S 1.706 1.927 -1.574 1.26
C 3.316 1.908 -0.777 -0.80
O 1.043 0.657 -0.952 -0.98
H 2.861 2.090 -3.642 0.25
H 1.368 1.065 -3.800 0.26
H 2.851 0.442 -3.021 0.24
H 3.919 2.726 -1.208 0.25
H 3.798 0.929 -1.012 0.25
H 3.103 2.076 0.280 0.27

# 5
58
Properties=species:S:1:pos:R:3:nbo_charge:R:1 method="wB97M-V/def2-TZVPD" lumo_energy_ha=-0.418 orbital_gap_ev=4.8 total_charge=+3 e_tot_ev=-44101.435 relative_energy_kj_mol=12.5 multiplicity=1
Ir 0.666 -0.964 0.404 1.32
C 2.975 -1.424 -3.289 0.05
C 2.379 -1.733 -2.069 0.03
N 1.597 -0.848 -1.451 -0.44
C 1.423 0.374 -2.031 0.11
C 2.025 0.638 -3.251 0.07
N 2.786 -0.254 -3.875 -0.27
C 0.643 1.367 -1.256 0.26
C 0.314 2.653 -1.625 -0.20
C -0.396 3.469 -0.728 0.12
C -0.753 2.942 0.526 -0.21
C -0.402 1.648 0.843 0.26
N 0.278 0.909 -0.048 -0.48
C -0.661 0.927 2.113 0.10
C -1.274 1.494 3.219 0.07
N -1.471 0.818 4.346 -0.27
C -1.063 -0.438 4.393 0.05
C -0.447 -1.048 3.302 0.03
N -0.240 -0.369 2.176 -0.43
C -0.755 4.846 -1.090 -0.10
C 0.098 5.622 -1.871 -0.22
C -0.280 6.924 -2.169 0.07
N -1.425 7.459 -1.762 -0.33
C -2.244 6.714 -1.028 0.07
C -1.953 5.410 -0.655 -0.23
H 3.612 -2.144 -3.787 0.25
H 2.537 -2.688 -1.585 0.23
H 1.901 1.597 -3.740 0.24
H 0.575 3.040 -2.600 0.26
H -1.278 3.567 1.235 0.26
H -1.616 2.521 3.202 0.24
H -1.222 -0.988 5.313 0.25
H -0.127 -2.081 3.334 0.23
H 1.060 5.259 -2.210 0.22
H 0.369 7.562 -2.757 0.23
H -3.175 7.177 -0.724 0.23
H -2.677 4.848 -0.078 0.22
C -3.396 -2.049 -0.190 -0.71
C -1.927 -2.295 -0.271 0.73
O -1.175 -1.258 -0.268 -0.58
N -1.484 -3.527 -0.367 -0.53
C -0.132 -3.934 -0.751 -0.27
C 0.833 -4.052 0.397 0.20
C 1.316 -5.279 0.810 -0.20
C 2.238 -5.344 1.847 -0.08
C 2.655 -4.166 2.445 -0.21
C 2.126 -2.975 1.992 0.05
N 1.233 -2.907 0.987 -0.51
H -3.606 -1.004 -0.397 0.27
H -3.741 -2.284 0.821 0.28
H -3.939 -2.684 -0.890 0.28
H -2.190 -4.253 -0.336 0.45
H 0.229 -3.224 -1.495 0.23
H -0.227 -4.896 -1.249 0.27
H 0.978 -6.181 0.317 0.26
H 2.625 -6.300 2.178 0.27
H 3.378 -4.161 3.249 0.28
H 2.429 -2.033 2.440 0.22

# 6
51
Properties=species:S:1:pos:R:3:nbo_charge:R:1 method="wB97M-V/def2-TZVPD" lumo_energy_ha="0.024 / 0.024" orbital_gap_ev="6.4 / 6.4" total_charge=-1 e_tot_ev=-53163.477 multiplicity=1
Au 0.081 0.539 -0.110 1.56
C -1.354 0.434 -3.865 -0.25
O -0.150 0.323 -4.651 -0.50
C 1.011 -0.077 -4.095 0.25
C 1.950 -0.657 -4.924 -0.23
C 3.158 -1.141 -4.416 -0.24
C 3.421 -1.083 -3.069 -0.18
C 2.508 -0.470 -2.198 -0.22
C 2.749 -0.575 -0.788 0.14
N 1.924 -0.274 0.155 -0.29
N 2.331 -0.504 1.447 -0.42
C 1.341 -0.290 2.286 0.56
O 0.207 0.219 2.004 -0.68
C 1.574 -0.686 3.708 -0.04
C 0.496 -0.677 4.586 -0.20
C 0.677 -1.043 5.912 -0.22
C 1.936 -1.411 6.365 -0.20
C 3.015 -1.415 5.490 -0.22
C 2.835 -1.057 4.163 -0.20
C 1.352 0.165 -2.722 0.38
O 0.628 1.014 -2.051 -0.69
H -2.158 0.388 -4.595 0.18
H -1.384 1.372 -3.322 0.20
H -1.440 -0.400 -3.167 0.20
H 1.707 -0.757 -5.974 0.22
H 3.867 -1.610 -5.086 0.21
H 4.318 -1.532 -2.661 0.20
H 3.674 -1.033 -0.456 0.21
H -0.475 -0.383 4.215 0.24
H -0.167 -1.040 6.590 0.21
H 2.077 -1.695 7.400 0.21
H 3.998 -1.700 5.842 0.21
H 3.664 -1.061 3.469 0.23
O -3.373 -2.252 -0.570 -0.70
C -2.669 -1.251 -0.481 0.77
O -1.404 -1.213 -0.539 -0.86
C -3.411 0.090 -0.312 -0.26
C -4.790 -0.016 -0.228 -0.11
C -5.607 1.090 -0.087 -0.06
C -5.080 2.363 -0.040 -0.15
C -3.721 2.480 -0.155 -0.07
C -2.822 1.386 -0.263 0.47
O -1.557 1.704 -0.285 -0.73
N -3.194 3.857 -0.159 0.54
O -3.645 4.632 0.669 -0.40
O -2.344 4.147 -0.973 -0.36
N -7.057 0.924 -0.002 0.54
O -7.741 1.929 0.101 -0.41
O -7.508 -0.205 -0.008 -0.39
H -5.207 -1.012 -0.275 0.28
H -5.706 3.234 0.075 0.26

# 7
136
Properties=species:S:1:pos:R:3:lowdin_charge:R:1 method="wB97M-V/def2-TZVPD" lumo_energy_ha=-0.011 orbital_gap_ev=7.8 total_charge=0 e_tot_ev=-83640.973 relative_energy_kj_mol=153.7 multiplicity=1
Cs 0.636 1.645 -0.244 1.34
C 4.048 0.887 1.798 0.02
C 2.614 0.942 2.273 -0.55
O 1.700 0.409 1.643 -0.35
N 2.419 1.584 3.450 0.09
C 1.112 1.788 4.046 -0.11
C 0.565 3.177 3.811 -0.27
C 0.137 3.968 4.868 -0.04
C -0.367 5.233 4.592 -0.07
C -0.420 5.659 3.277 -0.05
C 0.033 4.804 2.277 -0.11
N 0.517 3.583 2.541 0.12
H 4.063 0.814 0.711 0.08
H 4.519 -0.012 2.203 0.09
H 4.617 1.762 2.118 0.08
H 3.200 2.062 3.864 0.14
H 1.176 1.592 5.114 0.12
H 0.441 1.060 3.595 0.11
H 0.199 3.602 5.888 0.11
H -0.709 5.874 5.397 0.11
H -0.809 6.637 3.021 0.11
H -0.019 5.081 1.226 0.08
O 6.315 -5.290 1.685 0.12
C 5.594 -4.200 2.042 -0.48
O 5.357 -4.003 3.197 0.13
C 5.120 -3.311 0.932 -0.14
C 3.922 -2.623 1.104 0.00
C 3.462 -1.758 0.130 -0.03
C 4.191 -1.564 -1.047 -0.26
C 5.406 -2.232 -1.208 -0.01
C 5.862 -3.102 -0.225 -0.03
N 3.709 -0.631 -1.980 0.13
C 3.794 -0.817 -3.225 -0.10
C 3.300 0.201 -4.200 -0.27
C 3.594 0.098 -5.549 -0.03
C 3.102 1.073 -6.408 -0.06
C 2.326 2.095 -5.888 -0.04
C 2.070 2.113 -4.516 -0.12
N 2.556 1.183 -3.696 0.13
H 6.339 -5.368 0.730 0.09
H 3.365 -2.766 2.025 0.13
H 2.542 -1.199 0.277 0.09
H 6.008 -2.034 -2.088 0.11
H 6.826 -3.582 -0.357 0.12
H 4.223 -1.733 -3.651 0.13
H 4.203 -0.721 -5.919 0.11
H 3.320 1.030 -7.469 0.11
H 1.910 2.862 -6.531 0.11
H 1.445 2.872 -4.046 0.09
N 3.255 4.173 -0.300 0.01
C 2.954 4.509 -1.707 -0.28
C 1.609 5.208 -1.793 -0.12
C 0.460 4.232 -1.541 -0.80
O -0.440 4.567 -0.737 -0.08
O 0.522 3.123 -2.146 -0.45
H 3.285 5.013 0.260 0.06
H 4.164 3.741 -0.232 0.06
H 2.894 3.569 -2.258 0.08
H 3.723 5.123 -2.184 0.10
H 1.487 5.637 -2.794 0.12
H 1.532 6.019 -1.064 0.11
C -1.044 -0.424 6.121 -0.08
C -1.976 0.490 5.327 -0.38
C -3.373 0.463 5.967 -0.06
C -2.084 0.129 3.858 -0.20
C -2.817 0.938 2.998 0.01
C -3.149 0.564 1.699 -0.12
C -3.921 1.629 0.903 -0.34
C -5.049 1.181 -0.030 -0.06
C -2.894 2.483 0.142 -0.07
C -2.681 -0.687 1.215 -0.07
C -1.795 -1.429 2.022 -0.12
C -1.530 -1.024 3.326 0.02
C -1.177 -2.731 1.533 -0.37
C 0.301 -2.858 1.909 -0.06
C -1.958 -3.956 2.017 -0.04
C -3.382 -1.452 0.096 -0.17
C -4.611 -1.973 0.549 -0.06
C -5.411 -2.799 -0.215 -0.07
C -4.981 -3.163 -1.482 -0.07
C -3.775 -2.672 -1.943 -0.11
C -2.954 -1.808 -1.200 -0.29
P -1.361 -1.246 -1.985 1.17
C -1.952 -0.290 -3.519 -0.68
C -0.731 -0.058 -4.422 -0.10
C -3.115 -0.860 -4.330 -0.09
C -2.382 1.090 -3.008 -0.10
C -0.557 -2.851 -2.654 -0.66
C 0.913 -2.456 -2.924 -0.12
C -1.099 -3.501 -3.933 -0.09
C -0.538 -3.918 -1.551 -0.09
H -0.899 -0.023 7.129 0.08
H -0.062 -0.532 5.655 0.07
H -1.480 -1.424 6.223 0.09
H -1.604 1.519 5.392 0.12
H -3.808 -0.537 5.864 0.09
H -4.048 1.177 5.488 0.07
H -3.317 0.706 7.033 0.08
H -3.196 1.890 3.369 0.13
H -4.395 2.277 1.642 0.12
H -4.690 0.625 -0.897 0.06
H -5.564 2.074 -0.399 0.08
H -5.783 0.559 0.486 0.08
H -2.215 1.831 -0.402 0.00
H -2.288 3.095 0.818 0.07
H -3.378 3.154 -0.575 0.10
H -0.898 -1.654 3.948 0.11
H -1.230 -2.706 0.454 0.06
H 0.430 -3.049 2.979 0.08
H 0.853 -1.948 1.653 0.06
H 0.748 -3.705 1.377 0.08
H -1.920 -4.018 3.111 0.08
H -1.522 -4.875 1.608 0.08
H -3.004 -3.910 1.714 0.07
H -4.925 -1.717 1.555 0.13
H -6.350 -3.168 0.184 0.11
H -5.575 -3.826 -2.102 0.11
H -3.452 -2.970 -2.929 0.07
H -0.460 -0.937 -5.008 0.06
H 0.140 0.260 -3.839 0.06
H -0.964 0.749 -5.128 0.09
H -2.923 -1.856 -4.733 0.06
H -3.290 -0.191 -5.183 0.09
H -4.034 -0.889 -3.744 0.08
H -1.528 1.640 -2.616 0.05
H -3.163 1.019 -2.247 0.05
H -2.785 1.674 -3.846 0.10
H 1.019 -1.885 -3.851 0.06
H 1.526 -3.362 -3.015 0.09
H 1.320 -1.849 -2.114 0.05
H -1.150 -2.812 -4.772 0.05
H -2.079 -3.963 -3.796 0.07
H -0.408 -4.304 -4.214 0.09
H 0.100 -3.611 -0.718 0.06
H -0.113 -4.841 -1.964 0.09
H -1.535 -4.151 -1.168 0.08